No. 1
Below is 6 unconnected molecules or ions with the total composition C18H38F7N5O7SSi at a distorted geometry, with properties calculated with wB97M-V/def2-TZVPD.

Output
E_LUMO in Ha: 0.0130
Orbital gap in eV: 9.4211
SMILES: O=S(=O)([SiH3])C(F)(F)C(F)(F)C(F)(F)F.CNC(C)=O.CNC(C)=O.CNC(C)=O.CNC(C)=O.CNC(C)=O

```
77
C18H38F7N5O7SSi wB97M-V/def2-TZVPD
O 2.84498 -0.16063 3.20972
S 2.67844 -0.27390 1.76787
O 3.32578 -1.44386 1.19275
Si 3.64143 1.45154 0.79147
C 0.86085 -0.50291 1.35654
F 0.82490 -1.16193 0.19396
F 0.32765 -1.27780 2.29144
C -0.02491 0.75583 1.16824
F 0.25743 1.35432 0.01399
F -1.28361 0.28926 1.07003
C -0.02020 1.81119 2.33071
F 0.66882 2.87858 1.96724
F 0.47478 1.31012 3.43820
F -1.27586 2.19805 2.56311
H 5.05638 1.30980 1.16441
H 3.51865 1.26907 -0.66385
H 3.11122 2.73982 1.24947
C -2.32295 -0.13389 -2.93666
N -1.30244 0.89564 -2.84168
C -0.90005 1.77646 -3.78768
C -1.57761 1.70624 -5.13445
O -0.01750 2.59055 -3.54836
H -3.09435 0.05371 -2.18683
H -1.87746 -1.11283 -2.74989
H -2.78193 -0.14194 -3.91938
H -0.81126 0.99388 -1.96848
H -1.14920 2.46746 -5.77927
H -1.42245 0.72757 -5.59065
H -2.64770 1.89035 -5.03450
C 2.42951 -0.83772 -4.90046
N 3.54018 -0.47210 -4.04055
C 4.03059 0.76995 -3.78663
C 3.36391 1.93280 -4.47594
O 4.96936 0.92172 -3.01912
H 1.65885 -1.34631 -4.31819
H 2.77374 -1.51133 -5.68746
H 1.99333 0.04231 -5.36045
H 4.02612 -1.20590 -3.55005
H 3.85604 2.85014 -4.16840
H 3.44615 1.83684 -5.55954
H 2.30912 1.99619 -4.19874
C -5.42225 2.69550 3.05599
N -5.40244 2.12494 1.72103
C -5.45066 2.77283 0.52593
C -5.53660 4.27960 0.55755
O -5.42316 2.14753 -0.52184
H -4.51127 2.41285 3.58650
H -6.28170 2.30800 3.60577
H -5.48679 3.77694 3.02069
H -5.34332 1.12356 1.63105
H -5.56606 4.64629 -0.46343
H -6.44126 4.60223 1.07428
H -4.66555 4.70335 1.05871
C -4.80515 -4.91294 -2.46230
N -3.62134 -4.18539 -2.88194
C -2.36008 -4.26859 -2.38114
C -2.12568 -5.23212 -1.24316
O -1.46219 -3.58236 -2.84302
H -5.19784 -5.49763 -3.29574
H -5.57516 -4.21309 -2.13370
H -4.57533 -5.58589 -1.64401
H -3.71075 -3.52686 -3.63897
H -1.07994 -5.18226 -0.95695
H -2.73966 -4.96591 -0.38196
H -2.35888 -6.25250 -1.54940
C 4.39220 -2.05186 6.18367
N 4.79161 -0.74714 5.69535
C 5.47344 0.22480 6.35378
C 5.88333 -0.05924 7.78047
O 5.73983 1.28287 5.80552
H 4.83402 -2.83282 5.56233
H 3.30581 -2.14750 6.13821
H 4.71347 -2.19873 7.20917
H 4.53896 -0.49750 4.75000
H 6.41469 0.80480 8.16681
H 5.00672 -0.24124 8.40342
H 6.54245 -0.92704 7.82545
```

No. 2
Below is a molecular structure, C18H38N3PtSi2, with properties calculated with wB97M-V/def2-TZVPD.

Output
Total charge: +3
E_LUMO (alpha / beta) in Ha: -0.3260 / -0.4832
Orbital gap (alpha / beta) in eV: 8.6299 / 6.3643
Expectation value of S²: 6.037
Multiplicity: 5

```
62
C18H38N3PtSi2 wB97M-V/def2-TZVPD
Pt -0.06588 1.27451 -0.42738
C -1.05388 -1.81938 -1.78625
N 1.38064 -1.49042 -1.59294
C 2.50036 -1.04962 -0.69401
C 1.45366 -0.74949 -2.91816
C 1.78130 0.73481 -2.87466
N 0.77357 1.68701 -2.33055
C -0.36973 1.85607 -3.27601
C 1.43617 3.01182 -2.11036
H -0.65399 -2.54155 -2.49649
H -1.63691 -1.07867 -2.32651
H -1.70080 -2.36252 -1.10478
H 3.42287 -1.11767 -1.26761
H 2.56259 -1.71625 0.15509
H 2.31802 -0.03192 -0.36619
H 0.52383 -0.94445 -3.44542
H 2.25426 -1.22614 -3.48235
H 1.93413 1.00224 -3.92503
H 2.72919 0.91932 -2.37343
H -0.00296 2.22635 -4.23685
H -1.07571 2.58231 -2.87823
H -0.87740 0.90631 -3.43039
H 1.84087 3.39263 -3.05231
H 2.24904 2.90993 -1.39428
H 0.70271 3.73347 -1.74961
C -3.47578 -0.56394 -0.02569
Si -2.51715 0.42699 1.20284
C -3.04917 0.05654 2.92638
C -2.69266 2.24499 0.77678
C -0.48862 -0.05691 1.05450
C -0.06213 -1.32023 0.43007
C 0.22520 -2.48028 1.05295
C 0.73114 -3.68794 0.44940
C 1.25293 -3.86256 -0.83741
C 1.52414 -2.94391 -1.80834
N 0.03718 -1.15482 -1.01015
Si 0.49776 0.74020 2.67185
C 0.06945 2.54200 2.77479
C 2.31143 0.57675 2.31972
C 0.06655 -0.25261 4.16655
H -4.51279 -0.27144 0.18247
H -3.41340 -1.64467 0.11581
H -3.26850 -0.30772 -1.06465
H -4.14534 0.08770 2.91098
H -2.71068 0.80042 3.64752
H -2.75181 -0.93804 3.26278
H -3.70331 2.36702 0.37093
H -2.02634 2.65961 0.00709
H -2.60288 2.88934 1.65243
H 0.03887 -2.51582 2.12210
H 0.70231 -4.57384 1.07181
H 1.49092 -4.88281 -1.11896
H 1.88448 -3.22554 -2.78830
H 0.09610 3.06293 1.81341
H 0.82521 3.02014 3.40656
H -0.90315 2.73414 3.23339
H 2.65750 1.21089 1.50127
H 2.65009 -0.45054 2.17297
H 2.79582 0.94419 3.23251
H -0.96427 -0.15510 4.49232
H 0.70771 0.12945 4.96981
H 0.29720 -1.31328 4.04621
```

No. 3
Below is 3 unconnected molecules or ions with the total composition C18H38N5O2, with properties calculated with wB97M-V/def2-TZVPD.

Output
Total charge: +1
E_LUMO in Ha: -0.1181
Orbital gap in eV: 9.6898

```
63
C18H38N5O2 wB97M-V/def2-TZVPD
C 1.17948 2.82603 2.27824
C 0.31330 1.54904 2.32738
C 0.69921 0.56984 1.21930
C -0.07117 -0.73746 1.23123
O -0.27775 -1.16790 2.59432
N -0.38392 -2.59403 2.62090
C -0.72973 -2.85750 3.96517
N 0.20294 -3.38824 4.75355
C 0.71763 -2.67438 5.93642
C 2.12741 -2.14800 5.64153
O 2.79574 -3.10380 4.85444
C 3.84201 -2.55063 4.04733
C 4.68043 -3.68724 3.46872
N -1.91781 -2.58921 4.43933
C -3.01384 -1.90943 3.75032
H 1.80064 2.83914 1.38038
H 0.55973 3.72272 2.27987
H 1.84051 2.88380 3.14477
H 0.41894 1.08522 3.31032
H -0.73990 1.82250 2.20731
H 1.77414 0.36299 1.25434
H 0.47760 1.04686 0.26291
H -1.04971 -0.59485 0.75663
H 0.46774 -1.52300 0.69474
H -1.11538 -2.89355 1.97280
H 0.96692 -3.77206 4.20098
H 0.72452 -3.33293 6.80576
H 0.06118 -1.83599 6.18038
H 2.64452 -2.00629 6.59863
H 2.08777 -1.16779 5.14889
H 4.45637 -1.89621 4.67520
H 3.39690 -1.93745 3.25454
H 5.70236 -3.66108 3.84452
H 4.70699 -3.64390 2.37991
H 4.24008 -4.64300 3.75865
H -2.08534 -2.86498 5.39979
H -2.72964 -1.67149 2.73080
H -3.89109 -2.55584 3.77028
H -3.25054 -0.98412 4.27525
C 1.45768 0.35236 -3.58276
C 0.22041 0.83651 -4.32839
C -0.52431 1.95391 -3.58408
C -0.98363 1.49844 -2.27282
N -1.34366 1.14060 -1.24133
H 1.19481 -0.07993 -2.61480
H 1.97245 -0.41597 -4.15794
H 2.16148 1.16904 -3.40960
H -0.46068 0.00086 -4.49361
H 0.50365 1.20751 -5.31310
H -1.39569 2.27107 -4.15601
H 0.12376 2.82036 -3.43929
C -2.75392 4.01749 -8.75047
C -3.60775 3.60270 -7.55960
C -2.79473 2.90941 -6.45802
C -2.15932 1.68502 -6.94764
N -1.67687 0.73008 -7.36566
H -2.30177 3.15105 -9.23449
H -3.35972 4.53340 -9.49412
H -1.95232 4.69259 -8.44457
H -4.40435 2.93337 -7.88801
H -4.08803 4.47973 -7.12313
H -3.43914 2.64803 -5.61660
H -2.01360 3.57913 -6.09072
```

no.,DFT total energy (eV)
1,-78800.902
2,-42722.134
3,-30819.244